1.
Here is a single CH5NOSi molecule from the OMol25 dataset. Energies are from ωB97M-V/def2-TZVPD.

Geometry as XYZ:
```
9
Properties=species:S:1:pos:R:3
O 1.1810 -0.8450 2.1389
N 1.4058 -0.0119 1.3180
C 0.7437 -0.3606 -0.1415
Si -0.9323 0.5042 -0.4562
H 0.4012 -1.3161 -0.1268
H 1.5347 -0.0673 -0.9424
H -0.9159 0.4698 -1.8908
H -2.2953 -0.1865 -0.1078
H -1.1229 1.8134 0.2086
```

As for the HOMO energy: -9.14 eV. The calculation puts the HOMO-LUMO gap at 9.137 eV. The SMILES is O=NC[SiH3].

Charges per atom according to natural (NBO) partitioning, unit e: number 1, O, carries -0.27; number 2, N, carries 0.18; number 3, C, carries -0.75; number 4, Si, carries 0.83; number 5, H, carries 0.22; number 6, H, carries 0.25; number 7, H, carries -0.17; number 8, H, carries -0.14; number 9, H, carries -0.15

=====

2.
Here is 2 unconnected molecules or ions with the total composition CH5O2 from the OMol25 dataset. Energies are from ωB97M-V/def2-TZVPD.

Geometry as XYZ:
```
8
Properties=species:S:1:pos:R:3
O -1.8820 -0.1035 -0.0916
H -2.2490 -1.0209 -0.2960
C 1.3643 0.3276 -0.4172
O 0.5915 -0.1968 0.6147
H 2.4477 0.2438 -0.0751
H 1.1258 1.4508 -0.3843
H 1.2464 -0.1154 -1.4132
H -0.4324 -0.1209 0.4867
```

As for the HOMO energy: -3.03 eV. The calculation puts the HOMO-LUMO gap at 7.659 eV. As for the net charge: -1.

Charges per atom according to natural (NBO) partitioning, unit e: number 1, O, carries -1.29; number 2, H, carries 0.40; number 3, C, carries -0.22; number 4, O, carries -0.83; number 5, H, carries 0.13; number 6, H, carries 0.14; number 7, H, carries 0.14; number 8, H, carries 0.53

=====

3.
Here is 2 unconnected molecules or ions with the total composition CH5O2 from the OMol25 dataset. Energies are from ωB97M-V/def2-TZVPD.

Geometry as XYZ:
```
8
Properties=species:S:1:pos:R:3
O 1.9349 -0.4346 -0.6370
H 1.5324 -1.0405 -1.2776
C -0.9492 0.2369 0.5029
O -0.2161 0.5498 -0.6408
H -1.9211 -0.1722 0.2755
H -1.0840 1.1750 1.0562
H -0.3700 -0.3969 1.1656
H 1.0731 0.0825 -0.4449
```

As for the HOMO energy (spin up / spin down): -10.82 / -10.72 eV. Its spin multiplicity is 2. The calculation puts the HOMO-LUMO gap (spin up / spin down) at 11.664 / 8.153 eV. Its expectation value of S² is 0.754.

Charges per atom according to natural (NBO) partitioning, unit e: number 1, O, carries -0.92; number 2, H, carries 0.45; number 3, C, carries -0.32; number 4, O, carries -0.29; number 5, H, carries 0.18; number 6, H, carries 0.23; number 7, H, carries 0.23; number 8, H, carries 0.44

=====

4.
Here is 3 unconnected molecules or ions with the total composition CH5O4 from the OMol25 dataset. Energies are from ωB97M-V/def2-TZVPD.

Geometry as XYZ:
```
10
Properties=species:S:1:pos:R:3
O 0.9292 -0.1547 -0.5820
C 1.0499 -1.2193 0.0785
O 0.1858 -1.7857 0.7546
H 2.0867 -1.6370 0.0007
H -1.5155 -1.3042 0.0968
H -1.9857 0.0993 -0.0835
O -2.3491 -0.7940 0.0299
H 0.5391 1.5239 -0.4135
H 0.5042 2.7581 0.5235
O 0.5553 2.5137 -0.4052
```

As for the HOMO energy: -5.07 eV. The calculation puts the HOMO-LUMO gap at 9.217 eV. As for the net charge: -1.

Charges per atom according to natural (NBO) partitioning, unit e: number 1, O, carries -0.82; number 2, C, carries 0.64; number 3, O, carries -0.77; number 4, H, carries 0.01; number 5, H, carries 0.50; number 6, H, carries 0.46; number 7, O, carries -1.00; number 8, H, carries 0.52; number 9, H, carries 0.45; number 10, O, carries -1.00

=====

5.
Here is 2 unconnected molecules or ions with the total composition CH5O4P from the OMol25 dataset. Energies are from ωB97M-V/def2-TZVPD.

Geometry as XYZ:
```
11
Properties=species:S:1:pos:R:3
C 1.6672 0.3119 0.0459
O 1.1629 -0.6696 -1.0347
O -2.7905 1.1346 0.3466
O -1.5422 -0.9027 -0.0872
O 0.6366 0.6996 0.8597
P -1.5508 0.6181 -0.4929
H 1.9784 1.1421 -0.5339
H 2.4320 -0.0593 0.7135
H 1.6107 -1.5314 -0.8109
H -2.8849 0.6417 1.1475
H -0.7195 -1.3851 -0.1537
```

As for the HOMO energy (spin up / spin down): -5.73 / -9.91 eV. Its spin multiplicity is 3. The calculation puts the HOMO-LUMO gap (spin up / spin down) at 6.157 / 7.592 eV. Its expectation value of S² is 2.006.

Charges per atom according to natural (NBO) partitioning, unit e: number 1, C, carries 0.12; number 2, O, carries -0.77; number 3, O, carries -1.00; number 4, O, carries -1.03; number 5, O, carries -0.27; number 6, P, carries 1.06; number 7, H, carries 0.20; number 8, H, carries 0.20; number 9, H, carries 0.47; number 10, H, carries 0.49; number 11, H, carries 0.52

=====

6.
Here is 2 unconnected molecules or ions with the total composition CH5OS from the OMol25 dataset. Energies are from ωB97M-V/def2-TZVPD.

Geometry as XYZ:
```
8
Properties=species:S:1:pos:R:3
C 0.3565 1.3794 0.3455
S 0.8021 -0.2703 0.8930
H -0.3764 1.3091 -0.4620
H -0.0820 2.0188 1.0965
H 1.2685 1.8907 -0.0549
H -1.4588 -1.9401 -0.4009
H 0.1631 -2.3102 -0.4947
O -0.6731 -2.0773 -0.9225
```

As for the HOMO energy: -1.92 eV. The calculation puts the HOMO-LUMO gap at 6.308 eV. As for the net charge: -1.

Charges per atom according to natural (NBO) partitioning, unit e: number 1, C, carries -0.74; number 2, S, carries -0.74; number 3, H, carries 0.17; number 4, H, carries 0.16; number 5, H, carries 0.17; number 6, H, carries 0.48; number 7, H, carries 0.51; number 8, O, carries -1.00

=====

7.
Here is 2 unconnected molecules or ions with the total composition CH5OS from the OMol25 dataset. Energies are from ωB97M-V/def2-TZVPD.

Geometry as XYZ:
```
8
Properties=species:S:1:pos:R:3
O 1.8624 1.7142 -0.5882
H 2.7078 1.3849 -0.9429
C -1.3077 -0.7938 0.2945
S 0.2503 -1.0606 1.2514
H -1.3106 0.2588 -0.0090
H -2.1661 -1.0475 0.9215
H -1.4968 -1.3493 -0.6368
H 1.4607 0.8934 -0.2905
```

As for the HOMO energy: -2.31 eV. The calculation puts the HOMO-LUMO gap at 6.509 eV. As for the net charge: -1.

Charges per atom according to natural (NBO) partitioning, unit e: number 1, O, carries -0.97; number 2, H, carries 0.45; number 3, C, carries -0.74; number 4, S, carries -0.75; number 5, H, carries 0.18; number 6, H, carries 0.17; number 7, H, carries 0.16; number 8, H, carries 0.50

=====

8.
Here is a single CH5P3 molecule from the OMol25 dataset. Energies are from ωB97M-V/def2-TZVPD.

Geometry as XYZ:
```
9
Properties=species:S:1:pos:R:3
C 0.3869 2.2961 -0.2749
P 1.1381 0.7952 -0.5085
P -0.1847 -0.4121 0.7260
P -0.1864 -2.2398 -0.3914
H 1.0079 3.1244 -0.4951
H -0.5869 2.2951 0.0217
H 0.9196 -0.8358 1.4573
H -1.0103 -2.8759 0.5041
H -1.4842 -2.1474 -1.0392
```

As for the HOMO energy: -8.63 eV. The calculation puts the HOMO-LUMO gap at 8.440 eV. The SMILES is C=P#[PH]P.

Charges per atom according to natural (NBO) partitioning, unit e: number 1, C, carries -0.76; number 2, P, carries 0.39; number 3, P, carries -0.05; number 4, P, carries -0.01; number 5, H, carries 0.22; number 6, H, carries 0.21; number 7, H, carries 0.00; number 8, H, carries 0.00; number 9, H, carries 0.01

=====

9.
Here is a molecular structure, CH5PS from the OMol25 dataset. Energies are from ωB97M-V/def2-TZVPD.

Geometry as XYZ:
```
8
Properties=species:S:1:pos:R:3
C -1.6428 0.0765 -0.1861
P 1.7190 0.4681 -0.0049
S 0.4078 -1.1127 -0.0566
H -1.5143 0.8159 0.5813
H -2.3208 -0.7278 0.0225
H -1.5937 0.4212 -1.2013
H 2.1512 0.3477 1.3191
H 2.7936 -0.2890 -0.4740
```

As for the HOMO energy: -8.74 eV. The calculation puts the HOMO-LUMO gap at 8.668 eV.

Charges per atom according to natural (NBO) partitioning, unit e: number 1, C, carries -0.47; number 2, P, carries 0.19; number 3, S, carries -0.28; number 4, H, carries 0.20; number 5, H, carries 0.21; number 6, H, carries 0.21; number 7, H, carries -0.04; number 8, H, carries -0.02

=====

10.
Here is a single CH5PS molecule from the OMol25 dataset. Energies are from ωB97M-V/def2-TZVPD.

Geometry as XYZ:
```
8
Properties=species:S:1:pos:R:3
C -1.0341 -0.2726 -0.3519
P 0.9059 0.1622 0.1117
S 2.7935 0.0407 -0.2878
H -1.3399 -0.4951 0.6890
H -0.8959 -1.2038 -0.9150
H -1.7026 0.4232 -0.8310
H 0.7150 -0.3094 1.3623
H 0.5582 1.6548 0.2228
```

As for the HOMO energy: -8.88 eV. The calculation puts the HOMO-LUMO gap at 8.985 eV. The SMILES is C[PH2]=S.

Charges per atom according to natural (NBO) partitioning, unit e: number 1, C, carries -0.83; number 2, P, carries 0.73; number 3, S, carries -0.49; number 4, H, carries 0.23; number 5, H, carries 0.22; number 6, H, carries 0.24; number 7, H, carries -0.06; number 8, H, carries -0.04

=====

Energy above the lowest of the compared OMol25 structures with the same formula, charge and spin per entry: 71.21, 9.09, 16.37, 3.75, 0.00, 18.10, 5.93, 36.14, 33.04, 26.11 kcal per mole